C9H6N2O | the ωB97M-V functional and the def2-TZVPD basis

```
18
Properties=species:S:1:pos:R:3
H 1.262 3.735 -0.747
N 1.118 2.766 -1.019
C 0.905 1.954 -0.121
O 0.765 1.708 1.166
C 0.652 0.553 0.242
C 1.807 -0.352 0.236
C 1.655 -1.670 0.041
C 0.345 -2.240 -0.099
C -0.758 -1.467 -0.076
C -0.700 -0.039 0.093
C -1.820 0.728 0.137
C -3.105 0.196 -0.012
N -4.161 -0.238 -0.140
H 2.774 0.109 0.368
H 2.509 -2.327 -0.001
H 0.256 -3.311 -0.203
H -1.743 -1.902 -0.158
H -1.761 1.796 0.292
```

Calculated values
Structure (SMILES): [H]/N=C1\O[C@]12C=CC=C/C2=C\C#N
Frontier orbital gap (eV): 7.579
Lowest unoccupied orbital energy (eV): -1.16
Energy relative to the best compared isomer or geometry (same formula, charge and spin) (kcal/mol): 48.64

C6H11N3S2 | the ωB97M-V functional and the def2-TZVPD basis

```
22
Properties=species:S:1:pos:R:3
C -1.406 -0.544 1.343
C -2.143 0.329 0.307
C -3.249 -0.473 -0.442
C -1.265 0.985 -0.775
S 0.080 2.023 -0.131
C 1.396 0.911 -0.241
N 1.439 -0.268 -0.771
N 2.694 -0.820 -0.702
C 3.570 -0.062 -0.100
N 4.816 -0.517 0.106
S 2.903 1.437 0.366
H -0.951 -1.396 0.815
H -0.613 0.036 1.815
H -2.092 -0.949 2.107
H -2.633 1.072 0.933
H -2.778 -1.237 -1.108
H -3.896 0.131 -1.075
H -3.863 -1.087 0.221
H -0.815 0.160 -1.361
H -1.941 1.577 -1.386
H 5.590 0.014 0.504
H 5.156 -1.323 -0.426
```

Calculated values
Structure (SMILES): CC(C)CSc1nnc(N)s1
Frontier orbital gap (eV): 8.552
Lowest unoccupied orbital energy (eV): 0.49
Energy relative to the best compared isomer or geometry (same formula, charge and spin) (kcal/mol): 0.00

C2H5N5 | the ωB97M-V functional and the def2-TZVPD basis

```
12
Properties=species:S:1:pos:R:3
C -0.353 -1.783 -0.871
N 0.346 -1.083 -0.005
N 1.229 -0.908 0.742
N 1.668 -0.151 1.585
N 1.064 1.038 1.410
C 0.120 1.385 0.749
N -0.557 2.234 0.108
H -1.280 -2.264 -0.507
H 0.174 -2.653 -1.308
H -0.828 -1.038 -1.736
H -0.316 2.463 -0.820
H -1.267 2.759 0.652
```

Calculated values
Structure (SMILES): C/N=N/N=[N+]=C=[NH2+]
Frontier orbital gap (spin up / spin down) (eV): 7.184 / 7.181
Lowest unoccupied orbital energy (spin up / spin down) (eV): -13.43 / -13.43
Energy relative to the best compared isomer or geometry (same formula, charge and spin) (kcal/mol): 151.96
Charge: +2

C2Cl2O | the ωB97M-V functional and the def2-TZVPD basis

```
5
Properties=species:S:1:pos:R:3
C 1.309 -0.102 0.715
C -1.061 0.028 -0.741
O 1.861 -0.027 -0.224
Cl -1.246 -1.384 0.145
Cl -0.864 1.485 0.105
```

Calculated values
Frontier orbital gap (eV): 8.230
Lowest unoccupied orbital energy (eV): -1.09
Energy relative to the best compared isomer or geometry (same formula, charge and spin) (kcal/mol): 45.68

C16H37F4NO6 | the ωB97M-V functional and the def2-TZVPD basis

```
64
Properties=species:S:1:pos:R:3
O 1.304 5.957 3.231
C 0.986 5.788 2.073
C -0.113 4.890 1.526
C 0.532 4.322 0.251
C 1.138 2.937 0.448
F 0.218 2.144 1.075
F 1.383 2.367 -0.767
C 2.432 2.853 1.287
F 2.643 1.580 1.667
F 3.488 3.233 0.524
C 1.533 5.436 -0.193
N 1.614 6.352 0.970
H -0.938 5.543 1.221
H -0.456 4.160 2.262
H -0.206 4.194 -0.547
H 2.392 3.487 2.179
H 1.127 5.966 -1.058
H 2.528 5.058 -0.422
H 2.541 6.693 1.193
C -1.734 -1.028 1.991
C -2.524 -0.577 0.778
O -2.749 0.832 0.797
H -2.262 -0.762 2.908
H -1.573 -2.106 1.974
H -0.759 -0.534 2.016
H -3.506 -1.046 0.759
H -2.004 -0.857 -0.143
H -1.889 1.265 0.811
C -0.281 -5.717 1.001
C -1.069 -5.235 -0.204
O -1.294 -3.830 -0.171
H -0.805 -5.465 1.922
H -0.135 -6.798 0.967
H 0.703 -5.243 1.036
H -2.052 -5.702 -0.225
H -0.552 -5.504 -1.132
H -0.435 -3.395 -0.174
C 1.686 -0.829 -3.262
C 3.019 -0.329 -3.780
O 3.000 1.064 -4.085
H 0.897 -0.633 -3.990
H 1.721 -1.899 -3.059
H 1.419 -0.309 -2.338
H 3.284 -0.829 -4.712
H 3.812 -0.540 -3.054
H 2.779 1.536 -3.276
C 1.489 -5.960 -4.205
C 2.529 -4.914 -3.852
O 2.214 -4.226 -2.644
H 0.505 -5.500 -4.297
H 1.735 -6.451 -5.148
H 1.433 -6.727 -3.430
H 2.576 -4.145 -4.621
H 3.521 -5.372 -3.775
H 2.180 -4.876 -1.934
C -4.586 1.421 4.170
C -4.309 2.865 3.795
O -3.359 2.972 2.745
H -3.661 0.924 4.466
H -5.296 1.360 4.997
H -5.003 0.875 3.321
H -3.880 3.403 4.640
H -5.241 3.371 3.518
H -3.691 2.487 1.980
```

Calculated values
Structure (SMILES): O=C1C[C@H](C(F)(F)C(F)F)CN1.CCO.CCO.CCO.CCO.CCO
Frontier orbital gap (eV): 10.387
Lowest unoccupied orbital energy (eV): 0.48

C22H24N2O4 | the ωB97M-V functional and the def2-TZVPD basis

```
52
Properties=species:S:1:pos:R:3
C 4.350 -1.578 -2.947
C 3.492 -1.213 -2.014
C 3.080 0.198 -1.754
C 3.385 0.706 -0.326
C 4.895 0.797 -0.083
C 5.481 -0.568 0.070
C 4.796 -1.493 0.718
C 3.484 -1.182 1.365
C 3.726 -0.786 2.831
N 2.745 -0.117 0.681
C 1.432 -0.054 0.990
O 0.908 -0.849 1.760
C 0.574 1.025 0.430
C -0.755 1.231 0.893
C -1.198 2.292 0.161
C -2.499 3.028 0.141
O -3.571 2.244 0.598
C -3.953 1.153 -0.137
C -3.390 0.766 -1.347
C -3.877 -0.355 -2.002
C -4.914 -1.089 -1.465
C -5.484 -0.711 -0.247
C -6.599 -1.542 0.284
C -7.101 -1.212 1.668
O -7.077 -2.442 -0.368
C -4.996 0.411 0.410
O -0.222 2.689 -0.676
N 0.864 1.903 -0.500
H 4.603 -2.610 -3.120
H 4.839 -0.856 -3.581
H 3.008 -1.960 -1.398
H 3.573 0.866 -2.463
H 2.002 0.285 -1.907
H 2.956 1.711 -0.257
H 5.355 1.330 -0.915
H 5.079 1.380 0.825
H 6.444 -0.770 -0.370
H 5.168 -2.495 0.858
H 2.839 -2.070 1.364
H 2.774 -0.624 3.328
H 4.257 -1.585 3.342
H 4.321 0.122 2.886
H -1.265 0.664 1.642
H -2.681 3.422 -0.868
H -2.454 3.873 0.837
H -2.579 1.320 -1.793
H -3.434 -0.651 -2.941
H -5.301 -1.962 -1.966
H -7.533 -0.214 1.677
H -7.863 -1.933 1.954
H -6.282 -1.244 2.383
H -5.405 0.748 1.348
```

Calculated values
Structure (SMILES): C=CC[C@@H]1CC=C[C@@H](C)N1C(=O)c1cc(COc2cccc(C(C)=O)c2)on1
Frontier orbital gap (eV): 9.144
Lowest unoccupied orbital energy (eV): 0.26
Energy relative to the best compared isomer or geometry (same formula, charge and spin) (kcal/mol): 108.79

C4H6N4 | the ωB97M-V functional and the def2-TZVPD basis

```
14
Properties=species:S:1:pos:R:3
C -1.377 0.937 -0.244
C -1.614 -0.398 -0.058
N -1.030 -1.634 0.174
N 0.416 -1.713 0.089
C 1.629 -0.997 -0.101
N 1.903 0.185 -0.187
N 1.078 1.295 0.191
C -0.244 1.618 0.012
H -2.366 1.284 0.002
H -2.672 -0.877 -0.039
H 0.535 -2.657 -0.308
H 2.420 -1.768 -0.052
H 1.468 2.162 0.430
H -0.147 2.563 0.092
```

Calculated values
Structure (SMILES): c1cn[nH]cn[nH]c1
Frontier orbital gap (eV): 8.980
Lowest unoccupied orbital energy (eV): 0.71
Energy relative to the best compared isomer or geometry (same formula, charge and spin) (kcal/mol): 135.37

C8H9N2O | the ωB97M-V functional and the def2-TZVPD basis

```
20
Properties=species:S:1:pos:R:3
C 0.655 -1.947 2.074
C -0.696 -1.892 2.257
C 1.265 -1.286 1.067
C -1.539 -1.382 1.286
C 0.913 0.249 -0.854
C 0.547 -0.575 0.123
C -0.952 -0.615 0.234
C -0.187 0.938 -1.518
N -1.597 0.253 -0.418
N -0.225 2.464 -1.296
O -0.362 0.585 -2.760
H 1.176 -2.737 2.702
H -1.167 -2.345 3.170
H 2.374 -1.278 0.897
H -2.624 -1.412 1.339
H 2.011 0.495 -1.031
H 0.477 3.152 -1.880
H -0.060 2.827 -0.282
H -1.230 2.882 -1.524
H -1.292 0.864 -3.095
```

Calculated values
Frontier orbital gap (eV): 7.095
Lowest unoccupied orbital energy (eV): -4.69
Energy relative to the best compared isomer or geometry (same formula, charge and spin) (kcal/mol): 86.99
Charge: +1